Arrangement i

Density functional theory data (ωB97M-V/def2-TZVPD) for a cluster of 2 separate species, C5H15N2O in total.

Charge: +1
HOMO (spin up / spin down): -11.09 / -11.59 eV
Multiplicity: 1

Positions of all 23 atoms, in Å:
C  -1.72  -0.12  -1.17
C  -0.03  1.70  -0.62
C  0.84  -0.46  -1.66
C  -0.12  -0.82  1.38
C  -0.29  0.31  -0.95
N  -0.95  -0.74  2.50
N  1.29  -0.41  1.68
O  2.06  -0.12  -0.96
H  -1.86  -0.10  -2.24
H  -1.89  -1.23  -1.01
H  -2.49  0.48  -0.55
H  -0.78  2.08  0.12
H  0.05  2.58  -1.35
H  1.01  1.65  -0.13
H  0.61  -1.52  -1.48
H  0.76  -0.17  -2.66
H  -0.22  -1.86  1.10
H  -1.67  -1.40  2.66
H  -0.85  -0.01  3.14
H  1.83  -0.77  2.63
H  1.43  0.67  1.61
H  1.84  -0.55  0.71
H  2.83  0.23  -1.47


Arrangement ii

Density functional theory data (ωB97M-V/def2-TZVPD) for a cluster of 2 separate species, C5H15N2O in total.

Charge: +1
HOMO: -12.40 eV
Multiplicity: 1

Positions of all 23 atoms, in Å:
C  0.72  1.85  0.86
C  1.28  0.86  1.85
C  0.50  -0.49  1.80
C  -0.19  -0.78  0.50
C  -1.54  -0.60  0.45
N  -2.15  -0.15  -0.83
N  0.55  -1.33  -0.47
H  1.04  1.56  -0.14
H  1.13  2.86  0.86
H  -0.35  2.00  0.95
H  2.33  0.66  1.80
H  1.13  1.21  2.87
H  -0.24  -0.53  2.60
H  1.16  -1.28  2.17
H  -2.21  -0.77  1.27
H  -2.36  0.85  -0.74
H  -1.60  -0.33  -1.63
H  -3.13  -0.46  -0.90
H  0.16  -1.58  -1.37
H  1.53  -1.12  -0.59
H  0.47  0.70  -3.72
H  1.55  -0.26  -3.29
O  0.75  0.17  -2.96


Arrangement iii

Density functional theory data (ωB97M-V/def2-TZVPD) for the ion C5H15N2O with charge +1.

Charge: +1
SMILES: CNC[C@H]([NH3+])[C@@H](C)O
HOMO: -13.33 eV
Multiplicity: 1

Positions of all 23 atoms, in Å:
C  -2.19  0.94  0.32
N  -1.18  1.09  1.41
C  0.21  1.01  0.67
C  0.41  -0.45  0.51
N  1.37  -1.10  1.63
C  0.77  -0.80  -0.92
C  -0.24  -0.38  -1.88
O  2.15  -0.40  -1.04
H  -3.18  1.47  0.49
H  -1.84  1.33  -0.62
H  -2.39  -0.11  0.18
H  -1.31  2.09  1.76
H  0.25  1.53  -0.31
H  1.01  1.42  1.36
H  -0.61  -1.12  0.52
H  2.21  -0.62  1.51
H  1.58  -2.11  1.56
H  0.91  -0.95  2.55
H  0.90  -1.84  -1.09
H  0.06  -0.78  -2.82
H  -0.09  0.59  -2.33
H  -1.31  -0.63  -1.56
H  2.52  -0.19  -1.91


Arrangement iv

Density functional theory data (ωB97M-V/def2-TZVPD) for a cluster of 3 separate species, C5H15N2O in total.

Charge: +1
HOMO: -13.65 eV
Multiplicity: 1

Positions of all 23 atoms, in Å:
C  1.85  0.25  -0.33
C  1.96  -0.57  0.93
C  1.43  -0.03  2.24
C  -0.07  0.26  2.40
N  -2.65  1.20  -3.38
C  -2.32  0.23  -2.53
N  -1.58  0.42  -1.50
H  2.50  1.13  -0.32
H  0.82  0.58  -0.47
H  2.08  -0.33  -1.22
H  3.00  -0.90  0.95
H  1.46  -1.58  0.66
H  -0.50  -0.51  1.75
H  2.07  0.87  2.37
H  -0.26  0.20  3.47
H  -0.37  1.26  2.12
H  -2.64  2.17  -3.11
H  -3.06  0.99  -4.28
H  -2.67  -0.78  -2.75
H  -1.34  -0.46  -1.01
H  1.81  -0.70  3.01
H  -1.04  -2.14  0.79
O  -0.50  -1.57  0.20


arrangement ii wins, 0.0450 hartree ahead of the next structure.


Arrangement i

Density functional theory data (ωB97M-V/def2-TZVPD) for a cluster of 2 separate species, C5H15N2S in total.

Charge: +1
HOMO: -13.12 eV
Multiplicity: 1

Positions of all 23 atoms, in Å:
C  -1.10  -0.46  -2.47
C  -1.03  1.06  -2.63
S  0.45  1.79  -1.72
N  -1.21  -0.82  -1.01
H  -1.94  -0.78  -3.05
H  -0.15  -0.88  -2.87
H  -0.92  1.32  -3.69
H  -1.96  1.48  -2.24
H  -0.25  2.14  -0.60
H  -1.94  -0.22  -0.63
H  -1.57  -1.77  -1.04
C  0.82  0.95  2.53
C  0.97  -0.43  1.95
C  1.12  -1.57  2.67
N  1.04  -0.43  0.47
H  0.73  0.90  3.64
H  1.70  1.60  2.35
H  -0.11  1.50  2.24
H  1.23  -2.57  2.17
H  0.95  -1.46  3.73
H  1.38  0.47  0.14
H  0.09  -0.68  -0.05
H  1.71  -1.13  0.12


Arrangement ii

Density functional theory data (ωB97M-V/def2-TZVPD) for a cluster of 2 separate species, C5H15N2S in total.

Charge: +1
HOMO: -11.66 eV
Multiplicity: 1

Positions of all 23 atoms, in Å:
C  -0.17  0.43  2.82
C  -2.16  0.17  1.26
C  1.50  -2.47  -1.96
C  -0.60  0.31  1.34
C  -0.12  1.28  0.29
N  0.32  -0.54  -3.28
N  0.67  2.33  0.45
S  1.56  -0.71  -2.09
H  -0.72  -0.32  3.37
H  0.89  0.30  2.91
H  -0.51  1.34  3.33
H  -2.58  -0.64  1.86
H  -2.35  0.00  0.24
H  -2.61  1.09  1.46
H  2.46  -2.82  -1.48
H  1.58  -2.82  -3.01
H  0.70  -2.73  -1.31
H  0.76  -0.62  -4.14
H  -0.69  1.08  -0.73
H  -0.15  0.39  -3.28
H  1.09  2.67  1.33
H  0.11  -0.50  0.98
H  1.02  2.76  -0.37


arrangement i wins, 0.0495 hartree ahead of the next structure.


Arrangement i

Density functional theory data (ωB97M-V/def2-TZVPD) for a cluster of 6 separate species, C3H14O5 in total.

HOMO: -9.73 eV
Multiplicity: 1

Positions of all 22 atoms, in Å:
O  0.38  -1.51  -1.71
C  0.20  -0.51  -1.01
C  -0.87  -0.49  0.14
C  -2.13  -0.98  -0.55
H  0.87  0.46  -1.10
H  -1.05  0.50  0.62
H  -0.68  -1.22  0.98
H  -3.07  -0.88  0.14
H  -2.11  -2.13  -0.92
H  -2.36  -0.42  -1.49
H  0.77  -3.26  1.38
H  1.84  -1.86  1.27
O  1.13  -2.54  1.78
H  3.27  -0.46  0.73
H  -0.81  1.46  -1.71
O  2.36  -0.62  0.51
H  1.79  0.71  1.24
H  1.45  1.53  2.52
O  1.10  1.32  1.64
H  -1.10  4.06  -1.97
H  -0.50  2.88  -1.25
O  -0.46  3.95  -1.24


Arrangement ii

Density functional theory data (ωB97M-V/def2-TZVPD) for a cluster of 5 separate species, C3H14O5 in total.

SMILES: C=CCO.O.O.O.O
HOMO: -9.27 eV
Multiplicity: 1

Positions of all 22 atoms, in Å:
C  1.28  -1.07  0.15
C  2.34  -1.80  -0.42
C  3.79  -1.62  -0.42
O  3.96  -0.29  0.16
H  0.25  -1.19  -0.02
H  1.66  -0.09  0.70
H  2.02  -2.70  -0.93
H  4.43  -2.42  0.01
H  4.08  -1.42  -1.48
H  4.69  -0.48  0.82
O  -3.72  -2.92  0.30
H  -3.18  -2.33  0.91
H  -3.11  -3.87  0.25
O  -1.84  4.03  0.31
H  -2.73  4.12  0.78
H  -2.02  4.47  -0.46
O  -2.87  1.81  1.32
H  -2.16  1.38  1.01
H  -2.54  2.10  2.19
O  -1.40  1.02  -1.67
H  -0.85  1.84  -1.38
H  -2.07  1.42  -2.16


arrangement ii wins, 0.2416 hartree ahead of the next structure.


Arrangement i

Density functional theory data (ωB97M-V/def2-TZVPD) for a structure of composition C55H62BN11OS5Ti.

Charge: +2
HOMO: -11.92 eV
Multiplicity: 1

Positions of all 136 atoms, in Å:
Ti  0.59  -0.89  2.00
C  1.81  -3.23  -2.04
C  0.93  -2.08  -2.40
C  1.09  -1.33  -3.54
C  0.27  -0.21  -3.80
N  -0.79  0.04  -3.04
N  -0.96  -0.71  -1.98
B  -1.99  -0.74  -0.81
N  -2.23  0.66  -0.19
N  -2.52  1.52  -1.17
C  -2.93  2.72  -0.90
C  -3.18  3.12  0.44
C  -2.86  2.27  1.46
C  -3.10  2.61  2.89
C  -2.27  1.02  1.12
S  -1.64  0.04  2.37
C  -3.09  3.72  -2.04
C  -3.12  2.99  -3.38
C  -1.86  4.65  -1.95
C  -4.37  4.54  -1.87
N  -3.30  -1.45  -1.23
N  -3.54  -1.32  -2.54
C  -4.59  -1.85  -3.09
C  -5.55  -2.51  -2.29
C  -5.30  -2.73  -0.97
C  -6.24  -3.50  -0.10
C  -4.08  -2.22  -0.40
S  -3.68  -2.59  1.19
C  -4.68  -1.77  -4.60
C  -3.62  -2.74  -5.16
C  -4.35  -0.35  -5.08
C  -6.05  -2.19  -5.12
C  -0.10  -1.65  -1.57
S  -0.81  -2.10  -0.01
C  0.56  0.80  -4.90
C  1.77  0.40  -5.74
C  -0.67  0.97  -5.80
C  0.86  2.13  -4.17
H  2.57  -3.39  -2.80
H  1.21  -4.14  -1.95
H  2.30  -3.06  -1.08
H  1.86  -1.61  -4.24
H  -3.61  4.08  0.66
H  -3.52  3.61  2.99
H  -2.18  2.54  3.47
H  -3.79  1.89  3.32
H  -2.30  2.28  -3.45
H  -3.04  3.72  -4.19
H  -4.05  2.44  -3.49
H  -0.94  4.09  -2.11
H  -1.81  5.13  -0.97
H  -1.94  5.42  -2.71
H  -5.23  3.89  -1.71
H  -4.55  5.12  -2.77
H  -4.31  5.24  -1.04
H  -6.48  -2.86  -2.72
H  -7.18  -3.69  -0.62
H  -6.44  -2.96  0.83
H  -5.79  -4.45  0.18
H  -2.61  -2.39  -4.90
H  -3.69  -2.78  -6.25
H  -3.76  -3.75  -4.77
H  -3.43  0.00  -4.61
H  -5.15  0.34  -4.84
H  -4.21  -0.35  -6.16
H  -6.25  -3.24  -4.91
H  -6.09  -2.05  -6.20
H  -6.85  -1.58  -4.68
H  1.60  -0.56  -6.23
H  2.67  0.34  -5.13
H  1.93  1.14  -6.51
H  -0.82  0.07  -6.41
H  -0.52  1.82  -6.47
H  -1.57  1.14  -5.22
H  1.74  2.01  -3.52
H  0.01  2.43  -3.56
H  1.07  2.91  -4.90
C  2.58  -4.70  1.67
C  1.60  -3.64  2.04
N  1.83  -2.38  1.74
N  3.06  -2.02  1.25
C  3.14  -0.95  0.53
S  1.78  0.00  0.01
S  4.71  -0.45  -0.03
C  5.87  -1.12  1.23
C  6.12  -2.60  1.27
C  5.83  -3.33  2.42
C  6.21  -4.66  2.52
C  6.87  -5.28  1.47
C  7.13  -4.57  0.31
C  6.75  -3.24  0.21
C  0.42  -3.99  2.80
C  -0.03  -5.32  2.91
C  -1.07  -5.65  3.75
C  -1.69  -4.67  4.51
C  -1.28  -3.35  4.43
C  -0.25  -3.00  3.56
O  0.13  -1.73  3.45
H  3.51  -4.26  1.32
H  2.17  -5.32  0.87
H  2.79  -5.35  2.52
H  5.51  -0.75  2.19
H  6.79  -0.60  0.97
H  5.32  -2.84  3.25
H  6.01  -5.21  3.43
H  7.19  -6.30  1.56
H  7.64  -5.04  -0.52
H  6.97  -2.68  -0.69
H  0.45  -6.09  2.31
H  -1.40  -6.68  3.81
H  -2.51  -4.93  5.17
H  -1.76  -2.57  5.00
N  2.87  5.47  4.19
C  3.44  6.33  5.09
C  3.72  7.69  5.04
C  4.32  8.23  6.16
C  4.63  7.44  7.29
C  4.34  6.10  7.34
C  3.75  5.52  6.21
N  3.40  4.23  5.97
C  2.88  4.22  4.76
C  2.37  3.03  4.11
C  2.62  1.76  4.65
C  2.13  0.65  4.02
N  1.41  0.71  2.89
C  1.15  1.93  2.37
C  1.61  3.09  2.94
H  2.57  5.72  3.26
H  3.50  8.29  4.17
H  4.58  9.28  6.17
H  5.10  7.92  8.14
H  4.58  5.50  8.21
H  3.19  1.68  5.56
H  2.31  -0.34  4.42
H  0.56  1.96  1.46
H  1.35  4.03  2.46


Arrangement ii

Density functional theory data (ωB97M-V/def2-TZVPD) for a structure of composition C55H62BN11OS5Ti.

Charge: +2
HOMO: -11.84 eV
Multiplicity: 1

Positions of all 136 atoms, in Å:
Ti  1.57  -0.37  0.26
C  -2.64  5.54  -1.42
C  -3.05  4.66  -0.29
C  -4.23  4.77  0.40
C  -4.57  3.87  1.45
N  -3.75  2.90  1.81
N  -2.61  2.84  1.15
B  -1.41  1.82  1.14
N  -0.67  1.81  2.48
N  -1.57  1.64  3.46
C  -1.17  1.73  4.70
C  0.18  2.05  5.00
C  1.11  2.17  4.01
C  2.55  2.44  4.28
C  0.65  1.96  2.68
S  1.77  1.85  1.38
C  -2.20  1.51  5.80
C  -2.45  2.87  6.48
C  -1.65  0.51  6.82
C  -3.51  0.97  5.21
N  -1.96  0.41  0.71
N  -3.02  0.59  -0.10
C  -3.74  -0.44  -0.46
C  -3.45  -1.73  0.04
C  -2.36  -1.93  0.83
C  -2.05  -3.26  1.42
C  -1.54  -0.79  1.09
S  -0.02  -1.03  1.93
C  -4.91  -0.18  -1.39
C  -4.76  -1.07  -2.63
C  -6.20  -0.54  -0.64
C  -4.96  1.28  -1.82
C  -2.24  3.61  0.15
S  -0.69  2.94  -0.29
C  -5.87  3.98  2.24
C  -5.51  4.41  3.67
C  -6.54  2.60  2.27
C  -6.83  5.00  1.63
H  -3.41  6.27  -1.67
H  -2.42  4.94  -2.31
H  -1.72  6.08  -1.17
H  -4.93  5.54  0.13
H  0.48  2.18  6.03
H  2.71  2.61  5.35
H  2.89  3.31  3.72
H  3.16  1.59  3.96
H  -1.54  3.28  6.91
H  -3.18  2.74  7.28
H  -2.85  3.59  5.77
H  -0.76  0.87  7.33
H  -1.41  -0.44  6.34
H  -2.41  0.32  7.58
H  -3.91  1.63  4.44
H  -4.24  0.87  6.01
H  -3.36  -0.01  4.76
H  -4.11  -2.55  -0.20
H  -2.83  -3.98  1.18
H  -1.97  -3.19  2.51
H  -1.09  -3.65  1.07
H  -4.77  -2.14  -2.38
H  -3.83  -0.86  -3.17
H  -5.59  -0.89  -3.31
H  -6.22  -1.59  -0.34
H  -7.06  -0.37  -1.29
H  -6.32  0.08  0.25
H  -4.04  1.59  -2.33
H  -5.10  1.94  -0.96
H  -5.79  1.43  -2.51
H  -4.86  3.68  4.15
H  -6.42  4.51  4.26
H  -5.01  5.38  3.68
H  -5.88  1.84  2.68
H  -6.85  2.30  1.27
H  -7.44  2.65  2.90
H  -6.43  6.01  1.66
H  -7.75  5.00  2.20
H  -7.08  4.75  0.60
C  4.10  2.00  -2.63
C  2.95  1.26  -2.01
N  3.07  0.71  -0.84
N  4.35  0.83  -0.27
C  4.59  0.08  0.74
S  3.50  -1.09  1.47
S  6.12  0.13  1.55
C  7.17  1.06  0.39
C  7.77  0.19  -0.68
C  9.06  -0.30  -0.53
C  9.62  -1.12  -1.50
C  8.88  -1.47  -2.62
C  7.59  -0.98  -2.77
C  7.04  -0.16  -1.81
C  1.71  1.16  -2.81
C  1.70  1.65  -4.13
C  0.59  1.53  -4.94
C  -0.56  0.91  -4.46
C  -0.58  0.42  -3.17
C  0.54  0.54  -2.36
O  0.47  0.06  -1.11
H  4.88  2.18  -1.91
H  4.51  1.41  -3.45
H  3.75  2.94  -3.05
H  6.58  1.88  -0.01
H  7.95  1.49  1.03
H  9.64  -0.03  0.34
H  10.63  -1.49  -1.38
H  9.31  -2.11  -3.38
H  7.03  -1.24  -3.66
H  6.04  0.24  -1.93
H  2.58  2.13  -4.53
H  0.62  1.92  -5.95
H  -1.43  0.81  -5.10
H  -1.46  -0.07  -2.77
N  2.42  -6.90  -3.10
C  3.15  -7.78  -3.87
C  2.92  -9.10  -4.26
C  3.88  -9.68  -5.05
C  5.04  -8.98  -5.45
C  5.25  -7.67  -5.07
C  4.29  -7.07  -4.26
N  4.25  -5.79  -3.74
C  3.14  -5.73  -3.06
C  2.72  -4.54  -2.33
C  1.56  -4.46  -1.57
C  1.27  -3.28  -0.91
N  2.05  -2.19  -0.95
C  3.17  -2.27  -1.69
C  3.53  -3.40  -2.39
H  1.53  -7.08  -2.67
H  2.03  -9.64  -3.95
H  3.75  -10.70  -5.38
H  5.76  -9.48  -6.08
H  6.14  -7.13  -5.37
H  0.87  -5.29  -1.46
H  0.37  -3.20  -0.32
H  3.82  -1.41  -1.70
H  4.44  -3.42  -2.97


arrangement ii wins, 0.0663 hartree ahead of the next structure.